A 2-piece molecular cluster, C2H7OS overall, computed with ωB97M-V with the def2-TZVPD basis set.

Geometry as XYZ:
```
11
Properties=species:S:1:pos:R:3:forces:R:3:lowdin_charge:R:1
O 1.4904 1.7023 -0.2108 -0.618 0.493 -1.383 -0.552
H 2.0228 1.5219 0.5329 1.284 -0.067 1.400 -0.192
C -0.1063 -1.3685 -0.2200 -0.227 -0.564 1.682 -0.230
C -0.5450 -0.0308 0.4191 1.256 0.078 1.236 -0.634
S -1.8300 0.9188 -0.6350 2.970 0.582 0.847 0.494
H 0.7195 -1.8438 0.3948 -0.930 0.479 -0.397 0.072
H -0.8953 -2.1182 -0.3600 -0.028 0.046 0.097 0.037
H 0.3419 -1.2008 -1.1740 0.232 0.476 -0.724 0.040
H 0.5477 0.4867 0.5586 -2.749 0.406 -1.482 0.048
H -0.9175 0.0110 1.4897 -0.078 -0.949 -1.265 0.041
H -0.8282 1.9214 -0.7953 -1.113 -0.981 -0.012 -0.124
```
Positions in Å, forces in eV/Å.

Values from the calculation:
Electronic energy in a.u.: -553.77684
E_LUMO in eV: 3.8
Relative energy (zero: lowest compared OMol25 entry of this formula, charge and spin) in kcal/mol: 54.7
Frontier orbital gap in Eh: 0.238
HOMO energy in Ha: -0.0988
Total charge: -1

A 2-piece molecular cluster, C2H7OS overall, computed with ωB97M-V with the def2-TZVPD basis set.

Geometry as XYZ:
```
11
Properties=species:S:1:pos:R:3:forces:R:3:lowdin_charge:R:1
O 0.8503 1.1693 2.3075 -0.672 -2.351 1.937 -0.154
H 0.3339 0.4680 1.8195 0.626 1.088 0.927 -0.071
C 0.0530 1.0889 -0.4249 1.708 0.418 0.585 -0.674
S -0.1317 -0.5950 -0.0356 -0.928 0.402 -2.358 0.502
C -0.7366 -1.2710 -1.8489 2.232 1.345 1.205 -0.370
H -0.7562 1.5056 -1.0120 0.103 0.407 0.211 -0.083
H 1.1177 1.5459 -0.4496 -1.806 -0.970 -0.626 -0.037
H 1.0015 1.7235 1.5835 0.171 1.533 -1.868 -0.073
H 0.0041 -2.0766 -1.9840 -0.663 0.108 -0.654 -0.030
H -1.7597 -1.5798 -1.7152 -0.261 -0.125 -0.369 -0.032
H -0.5350 -0.3280 -2.4900 -0.511 -1.855 1.010 0.023
```
Positions in Å, forces in eV/Å.

Values from the calculation:
Electronic energy in a.u.: -553.74985
E_LUMO in eV: 4.1
Relative energy (zero: lowest compared OMol25 entry of this formula, charge and spin) in kcal/mol: 71.6
Frontier orbital gap in Eh: 0.197
HOMO energy in Ha: -0.0473
Total charge: -1

A 3-piece molecular cluster, C2H7OS2 overall, computed with ωB97M-V with the def2-TZVPD basis set.

Geometry as XYZ:
```
12
Properties=species:S:1:pos:R:3:forces:R:3:lowdin_charge:R:1
C -2.0129 1.7657 -0.9708 -0.473 0.737 1.675 -0.197
O -3.1345 1.7609 -1.4239 0.420 0.038 -0.040 -0.063
H -1.7433 2.3147 0.0118 -0.334 -0.548 -1.269 0.062
H 0.2926 -0.8142 -4.1939 0.080 0.093 -0.123 0.005
H -1.1753 1.2025 -1.3704 0.320 -0.219 -0.393 0.015
C 1.3458 -1.3784 2.4654 0.136 0.184 1.276 -0.621
S 0.0350 -0.8416 1.3567 0.861 0.749 -0.954 0.103
S 0.8854 1.0057 0.6568 -0.442 -0.780 0.334 -0.310
H 1.0482 -0.9599 3.4437 0.682 -0.277 -0.161 0.006
H 2.3874 -1.1392 2.2482 -0.299 0.987 -0.507 0.009
H 1.4757 -2.4427 2.5610 -0.871 -0.873 0.033 -0.007
H 0.5960 -0.4734 -4.7848 -0.079 -0.090 0.130 -0.002
```
Positions in Å, forces in eV/Å.

Values from the calculation:
Electronic energy in a.u.: -951.98778
E_LUMO in eV: 3.7
Relative energy (zero: lowest compared OMol25 entry of this formula, charge and spin) in kcal/mol: 45.8
Frontier orbital gap in Eh: 0.227
HOMO energy in Ha: -0.0909
Total charge: -1

C2H7PS as an isolated structure, computed with ωB97M-V with the def2-TZVPD basis set.

Geometry as XYZ:
```
11
Properties=species:S:1:pos:R:3:forces:R:3:lowdin_charge:R:1
C -0.4565 0.8413 1.1227 4.660 -0.740 -2.201 -0.064
C 0.9348 0.0567 -0.0082 -4.494 1.519 0.831 -0.411
P 0.0439 -1.5424 -0.5859 1.924 2.219 3.702 0.444
S -1.1552 -0.8701 -2.1831 -2.147 0.183 -2.025 0.253
H -1.2239 1.0337 0.4166 -0.956 -0.276 -0.236 0.005
H -0.5420 0.1847 1.9457 -0.714 -0.540 0.665 0.011
H 0.0670 1.7550 1.3671 -0.224 0.231 0.387 0.023
H 1.8610 -0.1857 0.5120 -0.189 0.535 -0.060 0.010
H 0.8853 0.9748 -0.7350 0.625 -2.181 0.842 0.067
H 1.0766 -1.8400 -1.3677 1.350 -1.534 -1.452 -0.135
H -1.4712 -2.2436 -2.1536 0.166 0.585 -0.453 -0.202
```
Positions in Å, forces in eV/Å.

Values from the calculation:
Electronic energy in a.u.: -819.69608
2S+1: 3
E_LUMO (alpha / beta) in eV: 0.8 / -2.9
Relative energy (zero: lowest compared OMol25 entry of this formula, charge and spin) in kcal/mol: 39.6
Frontier orbital gap (alpha / beta) in Eh: 0.197 / 0.252
HOMO energy (alpha / beta) in Ha: -0.1663 / -0.3578

C2H7S2 as an isolated structure, computed with ωB97M-V with the def2-TZVPD basis set.

Geometry as XYZ:
```
11
Properties=species:S:1:pos:R:3:forces:R:3:lowdin_charge:R:1
S 0.7904 -3.1796 -0.0502 -0.378 -0.403 0.883 0.091
H 1.2901 -3.4971 -1.2283 0.221 -0.053 -0.546 -0.337
C -1.1745 1.1442 0.3890 0.328 -1.527 2.348 -0.208
C 0.3339 1.0135 0.0267 1.465 1.988 2.642 -0.834
S 0.9723 -0.1383 -1.1321 -0.286 -0.377 -1.271 0.365
H -1.8370 0.8395 -0.4350 0.239 0.355 0.244 0.046
H -1.4254 2.1516 0.8429 0.256 -0.934 -0.861 0.056
H -1.3387 0.4042 1.2753 -0.158 1.030 -1.586 0.076
H 0.6252 2.0540 -0.2439 0.111 -0.609 -0.300 0.025
H 1.0438 0.8426 0.9775 -2.030 0.457 -1.359 0.072
H 0.7200 -1.6345 -0.4218 0.232 0.073 -0.194 -0.353
```
Positions in Å, forces in eV/Å.

Values from the calculation:
Electronic energy in a.u.: -876.77752
E_LUMO in eV: 3.9
Relative energy (zero: lowest compared OMol25 entry of this formula, charge and spin) in kcal/mol: 20.4
Frontier orbital gap in Eh: 0.252
HOMO energy in Ha: -0.1100
Total charge: -1

A 2-piece molecular cluster, C2H7S2 overall, computed with ωB97M-V with the def2-TZVPD basis set.

Geometry as XYZ:
```
11
Properties=species:S:1:pos:R:3:forces:R:3:lowdin_charge:R:1
S 3.7783 -0.1443 -1.9248 -1.156 1.555 -0.045 -0.236
H 3.2500 1.1569 -2.1833 0.737 -1.617 0.291 -0.343
C -1.6812 -0.5270 0.8875 -2.914 2.382 -0.030 -0.243
C -0.4400 0.3027 0.6237 0.048 0.676 1.802 -0.713
S 0.3386 -0.0675 -0.9531 1.137 -0.884 -1.102 0.521
H -1.6381 -1.5736 0.9795 0.609 -1.254 0.567 0.037
H -2.3027 -0.3708 0.0374 -0.373 -0.330 -1.530 0.021
H -2.5220 -0.0546 1.5694 2.239 -0.836 -0.067 0.099
H -0.7743 1.3431 0.4284 0.170 -0.468 0.821 0.038
H 0.1349 0.2449 1.5837 0.319 0.371 -1.181 0.074
H 1.8565 -0.3098 -1.0485 -0.815 0.405 0.473 -0.256
```
Positions in Å, forces in eV/Å.

Values from the calculation:
Electronic energy in a.u.: -876.76226
E_LUMO in eV: 3.7
Relative energy (zero: lowest compared OMol25 entry of this formula, charge and spin) in kcal/mol: 29.9
Frontier orbital gap in Eh: 0.254
HOMO energy in Ha: -0.1185
Total charge: -1